Entry i
225
Properties=species:S:1:pos:R:3:mulliken_charge:R:1 method="wB97M-V/def2-TZVPD" e_homo_ev=-21.19 multiplicity=1 gap_ev=10.887 lumo_ev=-10.30 mol_weight_g_mol=1276.01 total_charge=+6
C -2.062 1.802 -3.103 0.2907
F -2.614 3.011 -2.907 -0.1488
F -2.991 0.875 -3.372 -0.1752
F -1.176 1.973 -4.112 -0.1890
S -1.157 1.311 -1.445 -0.2620
O -0.131 2.374 -1.334 -0.3573
O -2.264 1.406 -0.489 -0.5889
N -0.535 -0.285 -1.733 0.4568
S -0.251 -0.748 -0.393 0.3634
O 0.411 0.183 0.566 0.0107
O -1.337 -1.557 0.145 -0.6058
C 1.268 -1.977 -0.849 -0.4389
F 2.287 -1.292 -1.237 0.3161
F 1.602 -2.655 0.263 0.0565
F 0.948 -2.930 -1.775 0.0686
C -4.777 9.604 -0.793 -1.4822
C -4.362 8.161 -1.129 -0.2679
C -2.948 8.037 -1.733 -0.6054
N -2.363 6.692 -2.194 0.2654
C -2.633 5.687 -1.017 -0.3639
C -1.815 5.994 0.221 0.2728
C -0.346 6.118 -0.081 0.3049
C -0.016 6.957 -1.265 -0.5959
C -0.857 6.692 -2.511 -0.6465
C -3.147 6.190 -3.383 -0.9614
H -5.818 9.719 -0.490 0.4069
H -4.689 10.315 -1.614 0.3627
H -4.190 9.898 0.077 0.3650
H -5.156 7.836 -1.802 0.3045
H -4.529 7.491 -0.286 0.2219
H -2.148 8.467 -1.130 0.4019
H -2.938 8.712 -2.590 0.5648
H -3.702 5.573 -0.840 0.6573
H -2.331 4.722 -1.424 -0.2749
H -2.237 6.910 0.634 0.5508
H -2.024 5.234 0.975 -0.6609
H 0.195 6.558 0.757 0.6053
H 0.027 5.112 -0.274 -0.4427
H 0.044 8.027 -1.068 0.4132
H 1.009 6.716 -1.549 0.0756
H -0.660 7.472 -3.246 0.4227
H -0.511 5.771 -2.980 0.2583
H -4.220 6.126 -3.204 0.4251
H -2.815 5.226 -3.767 0.2388
H -3.049 6.895 -4.208 0.4274
C 2.761 1.819 8.632 -1.3472
C 2.731 1.593 7.049 -0.3202
C 2.559 0.111 6.646 -0.6447
N 2.517 -0.218 5.095 0.3249
C 3.825 0.383 4.538 -1.1052
C 3.986 -0.197 3.042 -0.0858
C 3.954 -1.712 2.981 -0.1113
C 2.571 -2.178 3.526 0.6534
C 2.385 -1.746 4.960 -1.4536
C 1.282 0.445 4.410 -1.3249
H 2.655 2.878 8.866 0.3909
H 3.660 1.329 9.007 0.3766
H 1.879 1.365 9.085 0.3527
H 3.630 2.088 6.683 0.3026
H 1.860 2.119 6.658 0.3002
H 1.678 -0.341 7.101 0.4534
H 3.394 -0.494 7.000 0.4556
H 4.648 -0.042 5.113 0.3938
H 3.844 1.470 4.618 0.4861
H 4.949 0.171 2.688 0.7015
H 3.344 0.338 2.342 -0.2053
H 4.760 -2.176 3.550 0.4693
H 3.922 -1.977 1.924 -0.3822
H 2.616 -3.265 3.602 0.5170
H 1.656 -1.921 2.992 -0.2873
H 3.116 -2.244 5.598 0.4602
H 1.396 -1.925 5.383 0.4031
H 0.356 0.220 4.938 0.3583
H 1.219 0.204 3.349 0.4034
H 1.435 1.524 4.445 0.4836
C 1.597 -1.091 -5.544 -1.2346
C 0.541 -2.151 -5.364 -0.2794
C -0.930 -1.551 -5.003 0.3174
N -1.958 -2.687 -4.860 0.4628
C -3.416 -2.176 -4.863 -0.4914
C -4.499 -3.222 -4.697 -0.7208
C -4.474 -4.235 -5.807 -0.9071
C -2.998 -4.725 -6.029 -0.9030
C -1.868 -3.642 -6.105 -0.7558
C -1.666 -3.492 -3.552 -1.4574
H 1.211 -0.256 -6.129 0.5113
H 2.404 -1.552 -6.113 0.4607
H 1.990 -0.651 -4.628 -0.1999
H 0.919 -2.850 -4.619 0.2260
H 0.472 -2.750 -6.272 0.5530
H -1.338 -0.894 -5.771 0.7642
H -0.937 -0.943 -4.098 -0.8339
H -3.664 -1.702 -5.812 0.4795
H -3.389 -1.415 -4.083 0.2494
H -5.371 -2.573 -4.625 0.4705
H -4.456 -3.615 -3.681 0.2981
H -4.847 -3.682 -6.669 0.3566
H -5.226 -5.019 -5.720 0.4308
H -2.852 -5.222 -6.988 0.5538
H -2.749 -5.574 -5.392 0.3977
H -1.935 -3.005 -6.987 0.4467
H -0.962 -4.245 -6.036 0.5231
H -0.634 -3.826 -3.665 0.4039
H -2.351 -4.327 -3.405 0.6481
H -1.779 -2.813 -2.707 0.2861
C -8.632 2.832 4.766 -1.3523
C -7.406 2.883 3.906 -0.4624
C -6.274 1.949 4.313 -0.5223
N -5.056 1.898 3.289 0.2620
C -4.125 0.885 3.971 -1.1077
C -2.783 0.707 3.280 -0.0286
C -2.009 2.025 3.072 -0.2206
C -2.952 3.134 2.518 -0.2869
C -4.385 3.297 3.161 -1.2720
C -5.574 1.416 1.900 -0.7876
H -9.430 3.394 4.281 0.3864
H -8.340 3.415 5.639 0.3507
H -8.933 1.787 4.833 0.3547
H -7.042 3.902 3.775 0.3745
H -7.764 2.652 2.903 0.3215
H -6.592 0.906 4.315 0.4098
H -5.903 2.170 5.314 0.3875
H -3.860 1.315 4.937 0.4024
H -4.662 -0.035 4.198 0.5628
H -2.045 0.124 3.832 0.5498
H -2.848 0.342 2.255 -0.0971
H -1.578 2.476 3.965 0.5159
H -1.170 1.840 2.401 -0.2642
H -2.483 4.113 2.614 0.5441
H -3.014 3.012 1.436 0.0698
H -4.371 3.773 4.141 0.5112
H -5.020 3.983 2.601 0.4805
H -4.659 1.312 1.317 0.3529
H -6.148 2.215 1.431 0.3594
H -6.081 0.477 2.120 0.2733
C 4.442 6.422 -0.208 -1.3933
C 4.163 5.368 -1.279 0.1693
C 3.999 4.063 -0.510 -1.0510
N 3.986 2.739 -1.328 0.4645
C 5.374 2.453 -1.994 -0.8717
C 5.371 1.119 -2.848 -0.0889
C 4.196 1.220 -3.869 -0.9255
C 2.829 1.576 -3.303 1.2122
C 2.886 2.839 -2.471 -1.0472
C 3.787 1.540 -0.344 -0.8725
H 5.058 6.072 0.621 0.3902
H 3.544 6.681 0.352 0.2875
H 4.895 7.351 -0.554 0.3919
H 4.870 5.284 -2.105 0.3836
H 3.232 5.622 -1.784 0.0137
H 3.083 4.063 0.081 0.5237
H 4.821 3.901 0.188 0.4851
H 5.481 3.318 -2.648 0.4118
H 6.113 2.412 -1.193 0.4607
H 6.229 1.141 -3.520 0.6267
H 5.446 0.217 -2.240 -0.3336
H 4.502 2.089 -4.452 0.4399
H 4.298 0.315 -4.469 0.3653
H 2.132 1.734 -4.126 0.8638
H 2.458 0.689 -2.790 -1.1437
H 3.054 3.710 -3.105 0.4816
H 1.922 3.036 -2.002 0.1403
H 2.755 1.633 -0.003 0.2661
H 4.559 1.626 0.421 0.5173
H 3.713 0.561 -0.817 -0.1131
C 4.089 -6.003 1.304 -1.3179
C 4.186 -5.754 -0.224 0.1099
C 5.163 -4.585 -0.579 -0.7997
N 5.301 -4.155 -2.106 0.5416
C 6.273 -2.934 -2.298 -0.6104
C 6.585 -2.658 -3.765 -0.0886
C 7.279 -3.878 -4.303 -1.0889
C 6.413 -5.131 -4.223 -0.6868
C 5.984 -5.380 -2.804 -0.6884
C 3.901 -3.827 -2.785 -1.5015
H 3.305 -6.669 1.663 0.4322
H 3.916 -5.060 1.823 0.1088
H 5.008 -6.361 1.769 0.4253
H 3.200 -5.447 -0.574 0.0666
H 4.475 -6.659 -0.758 0.3805
H 6.170 -4.764 -0.204 0.5222
H 4.772 -3.609 -0.289 0.2960
H 7.195 -3.090 -1.738 0.3866
H 5.721 -2.104 -1.857 0.2514
H 7.208 -1.781 -3.941 0.5172
H 5.706 -2.420 -4.363 0.0231
H 8.227 -4.088 -3.809 0.3370
H 7.462 -3.796 -5.374 0.4132
H 6.845 -6.039 -4.644 0.4557
H 5.513 -4.933 -4.805 0.2459
H 6.922 -5.468 -2.255 0.4250
H 5.490 -6.342 -2.669 0.4889
H 3.253 -3.387 -2.027 0.1899
H 3.533 -4.852 -2.813 0.5303
H 3.885 -3.306 -3.742 0.4107
C -4.821 -5.909 5.497 -1.3078
C -4.177 -4.850 4.582 -0.1555
C -4.015 -5.496 3.207 -0.9990
N -3.072 -4.708 2.203 0.6104
C -1.762 -4.842 2.926 -1.1271
C -0.522 -4.438 2.132 -0.0594
C -0.467 -4.950 0.648 0.2325
C -1.866 -5.033 0.052 -0.0431
C -3.009 -5.547 0.925 -1.1817
C -3.543 -3.210 1.984 -0.3359
H -5.823 -6.059 5.095 0.3803
H -4.832 -5.623 6.549 0.3786
H -4.260 -6.843 5.487 0.3556
H -3.247 -4.556 5.068 0.2604
H -4.724 -3.953 4.292 0.2673
H -5.043 -5.549 2.849 0.5214
H -3.606 -6.505 3.272 0.5370
H -1.621 -5.784 3.455 0.5053
H -1.722 -4.089 3.714 0.3972
H 0.448 -4.620 2.594 0.8165
H -0.441 -3.353 2.068 -0.4101
H 0.028 -5.912 0.509 0.6484
H 0.146 -4.288 0.037 -0.9254
H -1.771 -5.739 -0.773 0.7079
H -2.195 -4.118 -0.439 -0.2895
H -2.799 -6.579 1.204 0.3977
H -3.911 -5.433 0.324 0.3871
H -4.302 -3.276 1.203 0.3012
H -2.647 -2.647 1.722 -0.0508
H -3.878 -2.737 2.907 0.1673

***

Entry ii
225
Properties=species:S:1:pos:R:3:mulliken_charge:R:1 method="wB97M-V/def2-TZVPD" e_homo_ev=-15.27 multiplicity=1 gap_ev=8.410 lumo_ev=-6.86 mol_weight_g_mol=1276.01 total_charge=+6
C 0.390 -3.600 -9.869 -1.3544
C -0.585 -4.535 -10.593 -0.3518
C -2.094 -4.305 -10.299 -0.8103
N -3.146 -5.106 -11.149 -0.0105
C -3.460 -4.555 -12.558 -0.5460
C -3.928 -3.049 -12.432 -0.6391
C -5.189 -2.896 -11.545 -0.7436
C -5.053 -3.694 -10.190 -0.5806
C -4.494 -5.143 -10.347 -0.6080
C -2.698 -6.532 -11.324 -1.0628
H 0.408 -3.783 -8.795 0.3536
H -0.021 -2.602 -10.020 0.3573
H 1.379 -3.685 -10.319 0.3675
H -0.477 -5.585 -10.324 0.3974
H -0.455 -4.319 -11.654 0.2666
H -2.303 -3.236 -10.258 0.4751
H -2.257 -4.684 -9.290 0.3249
H -2.526 -4.730 -13.092 0.4837
H -4.240 -5.116 -13.074 0.4195
H -3.127 -2.390 -12.095 0.2925
H -4.222 -2.567 -13.364 0.4048
H -5.446 -1.851 -11.373 0.3602
H -6.034 -3.288 -12.113 0.3497
H -4.438 -3.085 -9.527 0.2904
H -6.034 -3.621 -9.721 0.4306
H -4.366 -5.678 -9.406 0.4535
H -5.131 -5.763 -10.977 0.4223
H -1.756 -6.708 -11.843 0.3653
H -3.492 -6.970 -11.930 0.4877
H -2.643 -6.991 -10.338 0.4046
C 2.408 -11.659 5.621 -1.3610
C 2.498 -11.761 4.053 -0.4636
C 1.902 -10.453 3.301 -0.6862
N 2.330 -10.370 1.788 0.2795
C 1.598 -11.452 0.938 -0.6645
C 0.086 -11.190 0.805 -0.5744
C -0.249 -9.726 0.407 -0.8039
C 0.390 -8.687 1.405 -0.5637
C 1.932 -8.933 1.386 -0.7577
C 3.850 -10.610 1.627 -1.1187
H 1.372 -11.516 5.929 0.3630
H 2.874 -10.786 6.079 0.3585
H 2.676 -12.592 6.118 0.3740
H 2.001 -12.709 3.850 0.3029
H 3.487 -11.958 3.639 0.3684
H 2.229 -9.553 3.822 0.4474
H 0.846 -10.640 3.492 0.3374
H 1.839 -12.430 1.353 0.4363
H 1.960 -11.293 -0.078 0.4762
H -0.525 -11.353 1.692 0.3000
H -0.385 -11.671 -0.053 0.3696
H -1.331 -9.590 0.422 0.3745
H 0.079 -9.419 -0.586 0.3503
H -0.029 -8.803 2.404 0.3063
H 0.143 -7.687 1.049 0.3958
H 2.573 -8.299 2.000 0.5432
H 2.169 -8.848 0.326 0.3710
H 4.066 -11.672 1.509 0.4433
H 4.425 -10.202 2.458 0.3917
H 4.093 -10.240 0.631 0.4044
C -10.439 -0.578 -1.158 -1.4483
C -11.715 -0.157 -0.534 -0.1830
C -12.107 1.370 -0.663 -0.6941
N -13.615 1.691 -0.580 0.3182
C -14.156 1.355 0.906 -0.7251
C -15.674 1.659 1.127 -0.5515
C -15.863 3.145 0.736 -0.6613
C -15.400 3.583 -0.675 -0.6791
C -13.890 3.187 -0.878 -0.6489
C -14.384 0.921 -1.632 -1.1029
H -10.655 -0.706 -2.218 0.3388
H -9.985 -1.459 -0.703 0.3718
H -9.634 0.138 -0.992 0.3565
H -11.703 -0.380 0.533 0.3826
H -12.469 -0.821 -0.957 0.2167
H -11.818 1.836 -1.605 0.4665
H -11.557 1.921 0.100 0.3974
H -13.643 1.936 1.673 0.3854
H -13.965 0.287 1.008 0.4067
H -15.997 1.497 2.155 0.3821
H -16.218 1.097 0.369 0.2954
H -15.281 3.731 1.448 0.3080
H -16.903 3.449 0.858 0.3708
H -15.430 4.671 -0.735 0.3870
H -15.991 3.176 -1.495 0.3692
H -13.309 3.774 -0.166 0.4033
H -13.613 3.366 -1.917 0.4044
H -15.377 1.352 -1.761 0.4348
H -14.425 -0.113 -1.290 0.4200
H -14.002 0.973 -2.652 0.2786
C 12.952 -8.653 -0.626 -1.3832
C 12.493 -7.694 -1.747 -0.4019
C 11.285 -6.834 -1.252 -0.5706
N 10.804 -5.677 -2.195 0.0502
C 10.018 -4.668 -1.264 -0.5265
C 9.155 -3.746 -2.048 -0.7289
C 8.222 -4.486 -3.015 -0.6293
C 9.188 -5.242 -4.003 -0.6591
C 9.894 -6.386 -3.283 -0.6264
C 11.965 -4.982 -2.943 -1.0369
H 12.425 -9.606 -0.609 0.3392
H 12.795 -8.287 0.389 0.3560
H 13.965 -9.054 -0.593 0.3922
H 12.421 -8.304 -2.647 0.3499
H 13.393 -7.127 -1.984 0.3604
H 11.655 -6.452 -0.300 0.4448
H 10.340 -7.362 -1.127 0.3469
H 9.335 -5.286 -0.681 0.3731
H 10.699 -4.181 -0.566 0.4412
H 8.660 -3.108 -1.317 0.4061
H 9.686 -3.039 -2.686 0.3176
H 7.503 -5.060 -2.429 0.3188
H 7.638 -3.789 -3.615 0.3506
H 8.633 -5.811 -4.748 0.3839
H 9.797 -4.593 -4.632 0.3139
H 9.129 -7.016 -2.829 0.3879
H 10.590 -6.988 -3.866 0.4533
H 11.458 -4.258 -3.580 0.4268
H 12.451 -5.714 -3.588 0.3826
H 12.689 -4.676 -2.188 0.3674
C 1.748 6.503 -3.388 -1.3957
C 0.336 7.147 -3.290 -0.3409
C -0.213 7.187 -1.841 -0.6160
N -1.738 7.295 -1.682 0.1088
C -2.027 7.034 -0.116 -0.4879
C -3.484 6.883 0.105 -0.8082
C -4.185 5.813 -0.755 -0.5958
C -3.887 5.854 -2.218 -0.7744
C -2.430 6.162 -2.542 -0.7216
C -2.195 8.630 -2.113 -0.9695
H 2.436 6.943 -2.666 0.3276
H 2.144 6.392 -4.397 0.3872
H 1.533 5.486 -3.059 0.3605
H -0.240 6.600 -4.037 0.2025
H 0.364 8.111 -3.798 0.4487
H 0.250 7.883 -1.141 0.5377
H -0.023 6.201 -1.416 0.3017
H -1.513 6.098 0.097 0.4306
H -1.555 7.800 0.500 0.4315
H -3.530 6.421 1.091 0.3862
H -4.017 7.822 0.253 0.3808
H -3.684 4.925 -0.369 0.3042
H -5.267 5.804 -0.627 0.3123
H -4.326 4.956 -2.653 0.3889
H -4.422 6.723 -2.600 0.3527
H -1.848 5.270 -2.312 0.4877
H -2.231 6.250 -3.610 0.4127
H -3.213 8.721 -1.735 0.4821
H -2.186 8.768 -3.195 0.3184
H -1.571 9.337 -1.566 0.3492
C -2.292 4.282 9.325 -1.4053
C -3.489 5.208 9.171 -0.1136
C -3.226 6.348 10.161 -0.8313
N -4.310 7.492 10.256 0.0321
C -4.561 8.106 8.751 -0.6979
C -5.525 9.229 8.759 -0.7170
C -6.793 8.894 9.494 -0.5298
C -6.733 8.017 10.776 -0.8153
C -5.612 6.879 10.772 -0.5552
C -3.729 8.532 11.307 -0.9208
H -1.390 4.734 8.913 0.3464
H -2.220 3.484 8.586 0.4037
H -2.221 3.984 10.371 0.3520
H -4.398 4.612 9.248 0.3305
H -3.518 5.566 8.142 0.2774
H -2.334 6.897 9.858 0.3990
H -3.051 6.025 11.187 0.4947
H -4.888 7.262 8.145 0.4311
H -3.566 8.284 8.343 0.4694
H -5.715 9.594 7.750 0.3868
H -4.947 10.011 9.252 0.3230
H -7.520 8.405 8.845 0.3568
H -7.254 9.818 9.840 0.2945
H -7.769 7.745 10.980 0.4244
H -6.618 8.661 11.647 0.3601
H -6.032 6.032 10.230 0.3985
H -5.494 6.623 11.825 0.3534
H -3.399 7.985 12.191 0.3619
H -4.468 9.318 11.460 0.4302
H -2.779 8.969 11.001 0.3603
C 9.292 4.349 0.056 -1.3993
C 9.005 4.401 1.493 -0.2215
C 10.268 4.398 2.405 -0.6343
N 10.244 5.029 3.857 0.1412
C 11.684 5.064 4.452 -0.4468
C 11.678 5.946 5.714 -0.7641
C 11.348 7.434 5.406 -0.7902
C 9.869 7.479 4.985 -0.5898
C 9.642 6.496 3.773 -0.7523
C 9.296 4.231 4.860 -0.9256
H 10.006 3.592 -0.270 0.3475
H 9.511 5.344 -0.330 0.3702
H 8.339 3.966 -0.307 0.3906
H 8.473 3.486 1.755 0.3519
H 8.353 5.239 1.741 0.2027
H 10.923 5.046 1.822 0.3513
H 10.532 3.341 2.420 0.4121
H 12.162 5.618 3.644 0.3918
H 12.146 4.084 4.572 0.4429
H 12.667 6.026 6.164 0.3950
H 11.203 5.451 6.561 0.3423
H 11.975 7.901 4.646 0.3285
H 11.532 8.108 6.242 0.4084
H 9.767 8.515 4.663 0.3679
H 9.217 7.121 5.782 0.3180
H 10.111 6.937 2.893 0.4683
H 8.612 6.351 3.448 0.3928
H 8.256 4.066 4.576 0.3057
H 9.354 4.644 5.867 0.3728
H 9.829 3.283 4.789 0.4222
C 1.604 -0.574 1.621 0.6225
F 0.884 -0.252 2.710 -0.2257
F 2.861 -0.513 2.044 -0.2262
F 1.356 -1.845 1.282 -0.2161
S 1.406 0.688 0.084 0.9130
O 1.336 1.978 0.840 -0.6542
O 2.633 0.628 -0.715 -0.5462
N -0.174 0.271 -0.541 -0.3579
S 0.126 -0.402 -1.891 1.0264
O 0.350 0.549 -2.995 -0.6247
O 1.007 -1.597 -1.883 -0.6170
C -1.642 -1.267 -2.299 0.5586
F -2.592 -0.282 -2.451 -0.2365
F -1.539 -1.850 -3.512 -0.2182
F -1.973 -2.152 -1.382 -0.2004

***

entry ii (421.4 kJ/mol below the next structure)